DFT (ωB97M-V with the def2-TZVPD basis set) results for a molecular structure, C23H82F3O21Y in a non-equilibrium geometry.

Computed properties:
- Total charge: +2
- HOMO energy: -12.651 eV
- LUMO energy: -11.7 eV
- Orbital gap: 0.99 eV

Geometry as XYZ:
```
130
Properties=species:S:1:pos:R:3:forces:R:3
Y -1.5885 -8.2706 0.7499 0.067 -0.060 -0.046
C -0.2987 -1.2571 -0.4308 0.014 -3.837 3.765
O 0.4983 -0.9315 0.7061 -0.616 0.041 -2.401
O -0.8469 -2.5540 -0.2237 1.086 4.469 -1.209
C -1.1757 -0.0636 -0.8612 -3.729 2.340 -0.288
F -2.0141 -0.3727 -1.8444 0.636 -1.102 -0.360
F -2.0423 0.3445 0.1318 1.941 -0.608 -0.292
F -0.5010 1.0100 -1.3078 0.472 -1.044 0.976
C 1.7570 -0.3171 0.3751 1.491 1.526 2.402
C 2.3919 0.1143 1.7254 -0.022 -0.853 -0.360
H 3.3402 0.6185 1.5390 -0.167 0.248 -0.119
H 1.7178 0.7478 2.3018 0.090 0.032 -0.138
H 2.6620 -0.7612 2.3158 -0.210 -0.062 0.099
H 1.6892 0.6435 -0.1357 -0.816 -0.228 -0.730
H 2.4941 -0.9368 -0.1355 -0.588 -0.564 -0.262
H 0.3708 -1.4527 -1.2685 0.450 -0.310 -1.109
C -2.5722 4.6530 3.7584 0.532 0.860 -0.547
O -2.6242 5.4754 4.8996 -0.592 -0.562 0.892
H -2.7698 5.3085 2.9103 -0.045 -0.329 -0.519
H -1.5767 4.2250 3.6406 0.158 -0.182 -0.107
H -3.2969 3.8388 3.7560 -0.119 0.302 0.538
H -1.9977 6.2007 4.8448 0.064 -0.086 -0.260
C 3.2228 7.0848 -0.6001 -0.029 -0.037 -0.397
O 4.5708 6.6750 -0.6848 0.265 0.000 0.116
H 3.0850 8.0788 -0.1744 0.164 0.110 0.104
H 2.8790 7.1173 -1.6340 -0.237 -0.059 0.147
H 2.6352 6.3727 -0.0207 -0.221 -0.071 -0.018
H 4.9553 6.6649 0.1947 0.055 0.056 0.053
C 3.8422 4.5103 9.3312 0.439 0.273 0.160
O 3.6299 3.5871 10.3913 -0.400 0.032 -0.400
H 4.5606 5.2644 9.6527 0.006 0.220 -0.113
H 4.2340 4.0515 8.4234 0.085 -0.312 -0.046
H 2.9230 5.0211 9.0445 -0.151 -0.232 0.399
H 4.4850 3.3311 10.7447 0.024 0.018 -0.002
C 8.2214 -2.1340 8.2475 0.776 0.297 0.270
O 7.4494 -2.7772 7.2481 -0.162 0.084 0.513
H 9.1741 -1.7900 7.8450 -0.143 -0.045 -0.163
H 7.6937 -1.2817 8.6756 -0.024 0.178 -0.031
H 8.4378 -2.8310 9.0571 0.152 -0.028 0.116
H 6.7550 -3.1012 7.8264 -0.605 -0.490 -0.713
C 3.1613 0.8884 -5.9781 0.740 0.349 -1.638
O 3.9425 -0.2692 -6.3104 -0.536 -0.200 0.797
H 3.4263 1.3820 -5.0431 -0.065 -0.494 0.303
H 3.3479 1.6357 -6.7494 -0.075 0.278 -0.019
H 2.0994 0.6674 -6.0865 0.071 -0.284 0.484
H 4.6823 -0.0652 -6.8872 -0.147 0.358 0.088
C -0.8135 -3.5901 -8.5143 -0.521 0.356 0.557
O -1.7247 -4.5409 -8.9665 -0.710 -1.005 -0.621
H -1.4043 -2.6784 -8.4252 0.377 0.253 -0.090
H -0.5361 -3.8918 -7.5043 0.745 0.378 0.085
H 0.0167 -3.4595 -9.2084 0.211 0.111 0.246
H -1.3214 -5.4060 -8.8640 -0.097 -0.094 -0.175
C -4.2796 -8.6325 -4.6902 -0.924 -0.246 -0.093
O -3.8909 -9.3173 -3.5083 0.694 -0.327 0.119
H -3.7069 -7.7061 -4.7332 -0.418 0.006 -0.037
H -4.1832 -9.1737 -5.6314 0.822 -0.333 0.097
H -5.3640 -8.5346 -4.6387 -0.082 0.979 0.030
H -4.1851 -10.2287 -3.5743 -0.036 -0.058 0.000
C -7.9133 3.6601 -3.9772 -0.508 0.259 -0.066
O -9.1972 3.9242 -3.3512 1.322 -0.591 -0.339
H -7.7061 4.4607 -4.6873 0.135 -0.012 -0.145
H -7.0778 3.6008 -3.2797 -0.119 0.147 0.370
H -7.9061 2.7111 -4.5134 -0.544 0.071 0.053
H -9.0201 4.6622 -2.7634 -0.285 0.129 0.127
C 10.3448 4.0072 6.2282 0.245 -0.098 -0.922
O 11.1540 5.0028 5.5602 -0.781 -0.405 0.883
H 10.9394 3.1622 6.5752 0.242 0.162 0.363
H 9.7473 4.4278 7.0371 0.494 0.337 -0.052
H 9.6359 3.5565 5.5335 -0.213 0.105 -0.263
H 11.6167 4.5794 4.8334 0.017 -0.102 -0.011
C -6.6739 -3.9223 4.7185 0.111 -0.029 0.622
O -7.6236 -4.9429 4.3859 0.682 0.676 0.005
H -7.1532 -3.1148 5.2720 -0.364 -0.125 -0.288
H -5.9066 -4.2866 5.4016 0.070 -0.296 0.116
H -6.1341 -3.4906 3.8758 -0.281 -0.040 -0.401
H -7.0939 -5.6988 4.1219 -0.222 -0.180 -0.040
C 9.1598 0.7275 -2.5587 -1.037 0.677 -0.999
O 10.3356 0.2417 -2.0565 0.923 -0.902 0.737
H 8.4486 1.0000 -1.7790 -0.038 0.520 0.230
H 9.4258 1.5625 -3.2067 -0.402 0.138 0.156
H 8.6200 -0.0137 -3.1481 0.005 -0.206 -0.394
H 10.0878 -0.5779 -1.6224 0.558 -0.240 0.283
C 3.6032 -6.3906 2.5283 -0.219 0.378 -0.637
O 2.8404 -7.5781 2.2741 0.604 -0.152 0.650
H 4.5579 -6.5644 3.0248 -0.108 -0.303 0.173
H 3.8261 -6.0220 1.5270 0.113 0.858 0.229
H 3.0281 -5.7013 3.1466 -0.038 0.031 -0.280
H 3.5730 -8.1883 2.1618 -0.496 -0.836 -0.190
C -3.4531 8.7661 -3.0414 0.346 0.226 1.113
O -3.7803 9.6788 -1.9543 0.177 -0.951 -0.896
H -4.2219 8.7128 -3.8123 0.045 0.159 0.011
H -2.4639 8.9772 -3.4476 -0.100 0.473 -0.374
H -3.3024 7.7781 -2.6065 -0.470 0.013 0.213
H -3.9763 10.5382 -2.3345 0.006 0.078 -0.072
C -8.3638 -4.0578 -1.6613 -0.411 0.290 1.026
O -9.7259 -3.8694 -1.3574 -0.642 -0.017 0.042
H -7.9717 -4.6648 -0.8453 0.095 -0.443 -0.359
H -8.2869 -4.5246 -2.6433 0.664 0.123 0.011
H -7.8839 -3.0906 -1.5114 0.566 0.038 -0.764
H -10.0519 -3.2006 -1.9640 -0.274 0.016 0.037
C -7.7861 -2.4279 -8.6571 -0.807 0.106 -0.674
O -8.6158 -1.6304 -9.5456 0.821 -0.016 1.022
H -7.0224 -1.8416 -8.1460 -0.055 0.370 -0.592
H -8.3736 -2.8620 -7.8482 -0.219 -0.230 -0.087
H -7.3406 -3.2080 -9.2745 0.299 -0.170 0.347
H -9.3432 -2.1864 -9.8342 -0.039 -0.061 -0.018
C -10.2418 1.0827 2.9505 0.270 0.707 -0.093
O -11.0431 0.2892 3.7792 0.116 -0.452 0.208
H -10.8847 1.8037 2.4455 0.078 0.196 -0.378
H -9.5328 1.6451 3.5579 0.210 0.144 -0.082
H -9.6712 0.5182 2.2130 -0.322 -0.314 0.090
H -11.1024 0.7949 4.5930 -0.355 -0.277 0.258
C -1.4697 4.7195 -8.1366 0.654 -1.060 -0.309
O -0.2462 5.3933 -8.3279 0.260 0.871 0.358
H -2.3171 5.1757 -8.6484 0.022 0.134 -0.013
H -1.2778 3.7197 -8.5261 -0.782 -0.324 -0.018
H -1.6726 4.6047 -7.0718 -0.001 0.328 0.004
H 0.2047 5.0437 -9.1000 -0.157 0.047 -0.024
C 10.9291 -4.8878 1.8328 -0.097 -0.911 0.273
O 9.9259 -3.9135 1.5319 0.685 -0.253 0.196
H 10.4631 -5.8381 2.0935 -0.217 -0.268 -0.323
H 11.5984 -5.0769 0.9935 -0.297 0.395 -0.143
H 11.5493 -4.7118 2.7117 0.048 0.845 0.016
H 9.3354 -3.9321 2.2885 -0.131 0.210 -0.019
C 0.0628 -0.7853 7.4313 0.481 -0.062 -0.777
O -0.4356 -1.5138 6.3064 -0.251 -0.482 0.200
H -0.2383 -1.2631 8.3636 -0.418 0.167 -0.271
H 1.1519 -0.8260 7.4132 0.178 0.215 0.130
H -0.2660 0.2475 7.3158 -0.009 0.083 0.632
H -0.0334 -1.1570 5.5111 0.020 0.079 0.079
```
Positions in Å, forces in eV/Å.

Here are the Mulliken charges for atoms 1 to 5, given in e: Y 1.06; C 0.10; O -0.19; O -0.30; C 0.78


DFT (ωB97M-V with the def2-TZVPD basis set) results for a molecular structure, C21H20N3O6RuS3 in a non-equilibrium geometry.

Computed properties:
- HOMO energy (spin up / spin down): -8.330 / -8.403 eV
- Energy above the lowest of the compared OMol25 structures with the same formula, charge and spin: 240.98 kJ/mol
- LUMO energy (spin up / spin down): -1.2 / -0.7 eV
- Multiplicity: 2
- Orbital gap (spin up / spin down): 7.10 / 7.72 eV

Geometry as XYZ:
```
54
Properties=species:S:1:pos:R:3:forces:R:3
Ru -1.2634 0.2529 0.6332 3.525 1.976 -1.616
N -2.9214 1.6133 2.0513 0.346 -0.092 -0.590
C -2.8316 1.3740 3.4898 0.377 -0.132 0.271
C -1.4978 0.6909 3.7993 -0.223 0.187 0.165
N -1.4206 -0.5322 3.0105 -0.031 0.047 -0.769
H -2.5154 2.5160 1.8133 -0.197 -0.197 -0.026
H -3.8742 1.5771 1.7055 0.140 0.023 0.004
H -3.6411 0.7090 3.7993 -0.057 0.088 -0.038
H -2.9053 2.3045 4.0662 -0.082 -0.178 -0.048
H -1.4053 0.5003 4.8787 -0.047 0.137 -0.188
H -0.6817 1.3470 3.4778 -0.004 -0.112 0.135
H -2.2136 -1.1451 3.1802 0.162 -0.003 0.045
H -0.5601 -1.0433 3.1866 -0.207 0.101 -0.067
S 3.2735 1.4325 0.5198 -0.393 -0.164 0.177
C 3.2666 -0.1228 1.2917 -0.572 0.179 0.151
C 4.3301 -0.9726 1.5420 0.017 -0.076 0.021
C 4.0618 -2.2082 2.0980 0.122 0.101 -0.109
C 2.7539 -2.5906 2.3806 -0.163 0.020 0.040
C 1.6931 -1.7478 2.1324 0.023 0.183 0.102
C 1.9406 -0.4789 1.6090 1.084 -0.599 0.493
N 1.0202 0.4862 1.3207 -2.147 0.578 -0.768
C 1.5436 1.5144 0.7077 0.805 -0.266 0.227
C 0.7489 2.5734 0.1386 -0.577 0.279 0.079
C 1.3137 3.5946 -0.6321 -0.186 -0.238 0.176
C 0.4992 4.3914 -1.4128 0.143 0.056 -0.048
C -0.8741 4.2116 -1.3897 -0.122 0.029 0.345
C -1.4436 3.2684 -0.5392 -0.201 0.109 0.144
C -0.6439 2.4358 0.2271 -0.483 -2.086 -0.125
H 5.3360 -0.6772 1.2923 0.151 -0.010 -0.052
H 4.8669 -2.9061 2.2666 0.108 -0.019 0.077
H 2.5629 -3.5746 2.7787 -0.035 -0.127 -0.041
H 0.6796 -2.1034 2.2240 -0.049 -0.073 0.086
H 2.3882 3.7073 -0.6663 0.089 0.026 -0.070
H 0.9379 5.1275 -2.0718 0.017 0.040 0.007
H -1.5074 4.7968 -2.0409 -0.055 0.057 0.010
H -2.5234 3.1687 -0.5281 -0.001 -0.160 -0.109
O 1.4960 -1.4087 -0.8354 -0.199 0.028 -0.208
S 0.3731 -2.3152 -0.7800 1.224 -1.143 -0.320
O 0.7265 -3.6845 -0.4718 -0.286 0.142 -0.120
O -0.7103 -1.8703 0.1287 -0.736 0.782 0.333
C -0.2324 -2.3673 -2.4898 0.283 -0.138 0.790
C 0.3549 -3.3388 -3.2820 -0.079 -0.098 -0.085
C 0.1668 -3.3253 -4.6548 -0.066 0.093 0.055
C -0.6553 -2.3707 -5.2362 -0.034 -0.003 0.038
C -1.2814 -1.4295 -4.4377 -0.120 0.113 0.037
C -1.0485 -1.4230 -3.0701 -0.319 0.629 0.125
S -1.5776 0.0266 -2.1686 -1.267 0.475 -2.093
O -0.3398 0.4931 -1.5350 -0.331 -0.097 2.044
O -2.1130 0.9453 -3.1435 0.248 -0.376 0.213
O -2.5972 -0.3147 -1.1425 0.226 0.255 1.319
H 0.9674 -4.0788 -2.7956 0.157 -0.102 -0.018
H 0.6848 -4.0416 -5.2724 0.008 -0.148 -0.065
H -0.7883 -2.3349 -6.3083 -0.040 -0.061 -0.031
H -1.9164 -0.6541 -4.8430 0.056 -0.035 -0.108
```
Positions in Å, forces in eV/Å.

Here are the Mulliken charges for atoms 1 to 5, given in e: Ru 0.59; N -0.33; C -0.84; C -0.23; N -0.37


DFT (ωB97M-V with the def2-TZVPD basis set) results for a molecular structure, C16H12BrCl5NO5PdS in a non-equilibrium geometry.

Computed properties:
- Total charge: -1
- HOMO energy (spin up / spin down): -5.663 / -5.634 eV
- Energy above the lowest of the compared OMol25 structures with the same formula, charge and spin: 11.42 kJ/mol
- LUMO energy (spin up / spin down): 2.2 / 0.6 eV
- Multiplicity: 3
- Orbital gap (spin up / spin down): 7.90 / 6.26 eV

Geometry as XYZ:
```
42
Properties=species:S:1:pos:R:3:forces:R:3
Pd -0.2213 3.4422 -1.8031 -1.564 -0.871 -0.144
Cl -1.6902 -2.9740 -4.9246 -0.013 -0.070 -0.013
C -1.6610 -1.3486 -4.3474 0.008 0.079 0.029
C -0.4527 -0.7367 -4.0247 -0.149 0.043 -0.072
Cl 1.0250 -1.5849 -4.2845 0.130 -0.044 0.177
C -0.4349 0.5678 -3.5606 -0.241 0.147 0.112
Cl 1.0337 1.2982 -3.0039 0.273 -0.120 -0.180
C -1.5995 1.3800 -3.5098 0.145 -0.398 -0.306
O -1.5792 2.6365 -3.2757 0.356 0.374 0.547
C -2.8151 0.7055 -3.8071 0.085 0.073 0.017
Cl -4.2620 1.6236 -3.6820 -0.080 0.060 0.003
C -2.8441 -0.6203 -4.2037 0.137 -0.008 -0.033
Cl -4.3490 -1.3822 -4.5589 -0.064 -0.005 -0.007
C 1.7521 -3.9951 0.0484 -0.015 0.065 0.000
C 1.7199 -2.8127 0.9781 -0.013 -0.068 0.097
C 1.4075 -2.9706 2.3249 0.019 0.033 -0.091
C 1.3547 -1.8737 3.1720 -0.030 0.065 0.032
C 1.6245 -0.6128 2.6688 -0.023 -0.008 0.328
C 1.9462 -0.4315 1.3331 0.052 0.139 -0.009
C 1.9928 -1.5318 0.4988 -0.001 -0.011 -0.017
S 1.5434 0.7787 3.7738 -0.029 0.175 0.055
O 0.9429 0.3059 4.9918 -0.067 -0.010 -0.167
O 2.8281 1.4155 3.8185 -0.080 0.015 -0.171
N 0.5044 1.8310 3.0725 0.215 -0.056 -0.252
C -0.8285 1.3252 2.7327 -0.238 0.106 0.032
C -1.6387 2.3956 1.9966 0.305 -0.138 -0.118
C -1.1284 2.6709 0.5848 0.098 0.155 0.076
O -1.9151 2.5742 -0.3800 0.161 0.052 -0.073
O 0.0841 3.0253 0.4253 0.119 -0.032 0.396
H 1.5853 -4.9231 0.5944 0.010 -0.011 -0.038
H 2.7127 -4.0599 -0.4644 0.003 -0.024 -0.001
H 0.9806 -3.9028 -0.7187 0.010 -0.016 0.008
H 1.1953 -3.9591 2.7149 0.000 -0.001 -0.017
H 1.0995 -1.9688 4.2190 -0.007 -0.066 -0.030
H 2.1514 0.5652 0.9573 -0.012 -0.058 -0.063
H 2.2419 -1.3978 -0.5439 -0.006 0.029 -0.140
H 0.9256 2.3598 2.3034 -0.030 -0.107 0.110
H -1.3215 1.0662 3.6700 -0.045 -0.022 -0.050
H -0.7848 0.4198 2.1131 0.079 0.026 0.035
H -1.5963 3.3216 2.5729 -0.035 0.051 -0.050
H -2.6744 2.0782 1.9051 -0.037 -0.032 0.076
Br 1.1452 5.2996 -2.3767 0.574 0.489 -0.087
```
Positions in Å, forces in eV/Å.

Here are the Mulliken charges for atoms 1 to 5, given in e: Pd 0.55; Cl -0.22; C 0.48; C -0.20; Cl -0.21


> What is the formula in the third record?

C16H12BrCl5NO5PdS